Entry 1:
Entry from the Open Molecules 2025 dataset: a structure of composition C48H55BN4OP2SSi2Sr (ωB97M-V with the def2-TZVPD basis set).

XYZ file:
```
115
C48H55BN4OP2SSi2Sr (ωB97M-V with the def2-TZVPD basis set)
Sr 0.2767 0.1023 -0.9922
C -2.2105 -0.9111 1.3526
P -1.4282 -2.5897 1.5480
C -1.4487 -2.6354 3.3832
C -0.2630 -2.2437 4.0031
C -0.1869 -2.1235 5.3840
C -1.2951 -2.4111 6.1667
C -2.4791 -2.8122 5.5615
C -2.5551 -2.9176 4.1796
C -2.8235 -3.6985 1.1425
C -2.8407 -5.0078 1.6271
C -3.8350 -5.8957 1.2457
C -4.8242 -5.4978 0.3560
C -4.8116 -4.2043 -0.1438
C -3.8223 -3.3112 0.2482
C -1.4434 0.1708 2.0448
C -1.7670 0.7589 3.2571
C -0.7080 1.6439 3.5590
C 0.1751 1.5526 2.4914
C 1.4324 2.3414 2.2736
P 2.3455 1.7031 0.8131
C 3.6403 2.9941 0.6597
C 3.3535 4.0666 -0.1842
C 4.2538 5.1117 -0.3401
C 5.4641 5.0910 0.3368
C 5.7655 4.0244 1.1730
C 4.8592 2.9866 1.3358
C 3.2728 0.2788 1.4992
C 4.2809 -0.2906 0.7244
C 4.9440 -1.4318 1.1480
C 4.5965 -2.0286 2.3525
C 3.5810 -1.4786 3.1241
C 2.9226 -0.3319 2.7037
N -0.2587 0.6519 1.5664
H -3.2253 -0.9427 1.7612
H -2.3095 -0.7233 0.2760
H 0.5971 -2.0032 3.3859
H 0.7400 -1.7906 5.8355
H -1.2406 -2.3142 7.2449
H -3.3516 -3.0310 6.1668
H -3.4896 -3.2172 3.7182
H -2.0676 -5.3364 2.3132
H -3.8319 -6.9062 1.6385
H -5.5954 -6.1946 0.0488
H -5.5687 -3.8835 -0.8489
H -3.8241 -2.3124 -0.1631
H -2.6424 0.5377 3.8524
H -0.6063 2.2827 4.4254
H 2.1045 2.3338 3.1397
H 1.1974 3.3910 2.0600
H 2.4202 4.0760 -0.7370
H 4.0090 5.9304 -1.0059
H 6.1753 5.8981 0.2063
H 6.7119 3.9979 1.6998
H 5.1014 2.1541 1.9838
H 4.5456 0.1379 -0.2345
H 5.7059 -1.8608 0.5088
H 5.1013 -2.9312 2.6776
H 3.2914 -1.9521 4.0558
H 2.1077 0.0718 3.2952
O 1.3426 -1.9580 -0.1378
N 1.2413 -3.1875 -0.5297
C 2.2201 -4.0380 -0.1433
C 2.1872 -5.3705 -0.4622
C 1.1097 -5.8517 -1.2026
C 0.1349 -4.9711 -1.6087
C 0.1867 -3.6007 -1.3042
S -0.9983 -2.4931 -1.8809
H 2.9917 -3.5430 0.4275
H 2.9980 -6.0034 -0.1305
H 1.0368 -6.8994 -1.4659
H -0.7116 -5.3012 -2.1939
C -3.7568 -0.2206 -2.5733
Si -2.6663 1.0912 -3.3829
C -3.8954 2.0999 -4.4392
C -1.5590 0.2133 -4.6366
C -1.6397 2.0386 -2.2070
C -0.4598 2.6716 -2.8530
C -0.5512 3.7603 -3.7481
C 0.5822 4.3027 -4.3164
C 1.8258 3.7618 -4.0093
C 1.8545 2.6910 -3.1359
N 0.7615 2.1778 -2.5727
Si -2.4654 3.1495 -1.0087
C -3.3028 4.6919 -1.7737
C -3.8436 2.2940 -0.0459
C -1.2544 3.8738 0.2333
H -4.3348 -0.7454 -3.3401
H -4.4597 0.2201 -1.8638
H -3.1662 -0.9664 -2.0376
H -4.4055 1.4584 -5.1652
H -3.3909 2.8957 -4.9942
H -4.6594 2.5681 -3.8122
H -2.1615 -0.3272 -5.3730
H -0.8892 -0.5093 -4.1660
H -0.9397 0.9360 -5.1770
H -1.5295 4.1582 -3.9818
H 0.4955 5.1385 -5.0032
H 2.7441 4.1417 -4.4369
H 2.7836 2.1981 -2.8701
H -4.0068 4.4376 -2.5702
H -2.5644 5.3833 -2.1883
H -3.8521 5.2310 -0.9934
H -4.7127 2.0846 -0.6732
H -4.1679 2.9524 0.7658
H -3.4983 1.3612 0.4049
H -0.3505 4.2353 -0.2680
H -0.9694 3.1065 0.9553
H -1.6938 4.7130 0.7809
B 5.1794 -1.3970 -2.7171
C 3.7256 -0.7821 -2.4813
N 2.6703 -0.3442 -2.3050
H 5.9283 -0.8474 -1.9217
H 5.1221 -2.5947 -2.5104
H 5.5167 -1.1540 -3.8604
```

The energy above the lowest of the compared OMol25 structures with the same formula, charge and spin is 0.000 eV. The highest occupied orbital energy comes out at -0.082 Eh. The total charge is -2. The frontier orbital gap comes out at 6.43 eV.


Entry 2:
Entry from the Open Molecules 2025 dataset: a structure of composition C48H55FN5O7PTi in a non-equilibrium geometry (ωB97M-V with the def2-TZVPD basis set).

XYZ file:
```
118
C48H55FN5O7PTi (ωB97M-V with the def2-TZVPD basis set)
Ti -0.0189 -0.2988 1.0820
C -2.5273 3.1512 1.1115
C -2.5800 2.7674 -0.3646
C -3.9246 2.1057 -0.6854
P -1.1059 1.7360 -0.9127
C 0.2597 3.0235 -0.8956
C 1.4855 2.4061 -1.5886
C -0.0245 4.3931 -1.5006
C -1.4418 1.6468 -2.7245
C -2.0830 2.6990 -3.3918
C -2.2891 2.7521 -4.7621
C -2.9826 3.9249 -5.4212
C -1.8019 1.6750 -5.5120
C -1.1779 0.6044 -4.9151
C -0.9755 0.5148 -3.4904
N -0.3030 -0.5082 -2.9390
C -0.0415 -1.6503 -3.6914
C 1.3029 -1.9625 -4.0116
C 2.3489 -0.9041 -3.7767
C 1.6304 -3.1802 -4.5919
C 0.6627 -4.1280 -4.9124
C 1.0534 -5.4854 -5.4517
C -0.6637 -3.7745 -4.7037
C -1.0379 -2.5558 -4.1271
C -2.4984 -2.2203 -3.9829
H -3.3217 3.8733 1.3420
H -1.5709 3.6124 1.3891
H -2.6860 2.2827 1.7471
H -2.5150 3.6868 -0.9406
H -4.1406 1.3050 0.0262
H -3.9465 1.6902 -1.6947
H -4.7319 2.8455 -0.6059
H 0.4900 3.1808 0.1538
H 1.2806 2.2862 -2.6584
H 1.7460 1.4348 -1.1828
H 2.3589 3.0553 -1.4675
H -0.2129 4.3257 -2.5727
H 0.8664 5.0167 -1.3576
H -0.8626 4.9085 -1.0227
H -2.4767 3.5308 -2.8152
H -3.3216 4.6465 -4.6727
H -3.8611 3.6109 -5.9990
H -2.3172 4.4559 -6.1124
H -1.9152 1.6919 -6.5962
H -0.7979 -0.2097 -5.5254
H 2.2918 -0.5018 -2.7638
H 2.1810 -0.0581 -4.4510
H 3.3555 -1.2931 -3.9625
H 2.6800 -3.4023 -4.8010
H 1.6834 -5.4016 -6.3446
H 0.1691 -6.0698 -5.7168
H 1.6186 -6.0554 -4.7062
H -1.4469 -4.4795 -4.9817
H -2.8384 -1.5911 -4.8094
H -2.6834 -1.6560 -3.0661
H -3.1072 -3.1291 -3.9746
C -2.9451 -1.3567 -0.3839
C -3.4135 -2.6683 0.2508
C -3.0635 -3.8556 -0.6548
C -3.0193 -2.9384 1.7109
C -4.0684 -3.4400 2.4819
C -3.8969 -3.7954 3.8035
C -2.6487 -3.6329 4.3662
C -1.5541 -3.1374 3.6520
C -0.3043 -2.9911 4.5226
C -0.1089 -1.5305 4.9454
C 0.9830 -3.6347 4.0058
C -1.7313 -2.7750 2.2871
N -0.6737 -2.2940 1.4299
C 0.0750 -3.2468 0.7732
C -0.0336 -4.6476 0.8860
C 0.8311 -5.5023 0.2139
C 1.8477 -5.0173 -0.6020
C 1.9530 -3.6424 -0.7768
C 1.0653 -2.8366 -0.1273
F 1.1312 -1.4844 -0.3737
H -3.6516 -1.0497 -1.1610
H -2.9059 -0.5608 0.3581
H -1.9847 -1.4567 -0.8795
H -4.5010 -2.6088 0.2823
H -1.9876 -3.9251 -0.8192
H -3.5381 -3.7366 -1.6347
H -3.4052 -4.7978 -0.2141
H -5.0449 -3.5531 2.0173
H -4.7239 -4.1913 4.3856
H -2.5026 -3.8961 5.4098
H -0.5435 -3.5365 5.4341
H 0.1035 -0.9092 4.0891
H 0.7307 -1.4417 5.6474
H -1.0118 -1.1379 5.4231
H 1.4068 -3.1064 3.1636
H 0.8156 -4.6682 3.7013
H 1.7299 -3.6275 4.8083
H -0.8134 -5.0504 1.5208
H 0.7120 -6.5742 0.3387
H 2.5323 -5.6866 -1.1093
H 2.7083 -3.2002 -1.4187
O -1.7792 1.4880 4.1643
C -0.9627 1.3042 3.2944
O -1.1189 0.4018 2.3557
C 0.2934 2.1443 3.2199
C 0.4211 3.1360 4.1790
C 1.5148 3.9676 4.1478
C 2.5291 3.8062 3.2164
C 2.4609 2.7820 2.2833
C 1.2782 1.9777 2.2271
O 1.1015 1.1277 1.2360
N 3.5798 2.6122 1.4398
O 4.4001 3.5864 1.3341
O 3.8721 1.4380 0.8708
N 1.6320 5.0315 5.1550
O 0.7521 5.1598 5.9648
O 2.6030 5.7394 5.1305
H -0.3531 3.2512 4.9247
H 3.3938 4.4474 3.2157
N 2.9003 -0.6382 2.3006
C 1.7849 -0.8700 2.1739
H 3.4736 0.3193 1.9354
```

The expectation value of S² is 2.02. The energy above the lowest of the compared OMol25 structures with the same formula, charge and spin is 1.005 eV. The highest occupied orbital energy (spin up / spin down) comes out at -0.062 / -0.064 Eh. The total charge is -2. The multiplicity is 3. The frontier orbital gap (spin up / spin down) comes out at 5.73 / 5.87 eV.